Below is a cluster of 10 separate species, C56H83N6O28Si in total in a non-equilibrium geometry, with properties calculated with ωB97M-V/def2-TZVPD.

LUMO energy (eV): -3.17
Kohn-Sham gap (Ha): 0.2411
Net charge: +1
Calculated total energy (Eh): -4907.80950

CARTESIAN COORDINATES (ANGSTROEM)
H: -7.69006 2.63156 0.75356
H: -8.17087 2.68264 -4.50243
H: -0.64050 -1.66192 -0.91220
H: 2.27966 5.98424 -4.67304
N: 1.64756 3.02065 -2.07940
H: -5.62588 3.06476 -4.56063
H: -5.15074 6.87135 -1.77442
H: 5.84766 -2.56100 1.54526
H: -1.68842 -8.95422 5.44909
O: 2.22810 -3.76283 1.01818
H: 3.79580 5.30523 -0.67015
H: 3.64587 3.77016 0.21596
H: -0.96811 -3.86547 2.12709
H: -3.47208 6.19404 -2.07245
H: 2.89500 -6.94758 1.19631
H: -2.55708 9.39100 -0.79127
C: -1.66867 -0.83595 1.81006
C: -3.71659 7.55823 -0.20310
O: 1.09377 -7.03603 3.61315
O: -0.68342 -8.25952 2.92482
H: 1.37062 0.02174 -7.12780
C: 2.91268 5.50149 1.29659
C: -1.02409 -1.13267 -1.86340
C: -0.92517 -9.46332 4.85348
C: 4.18338 2.35904 -2.66978
H: 5.55181 -4.56019 -0.74787
O: -2.06944 -2.10357 2.09069
C: 2.30264 1.68257 -4.31844
C: 0.30310 -7.91863 3.79635
H: -0.35358 4.62685 -3.83977
C: 0.83431 2.12308 -1.28474
H: 1.20732 1.63416 -4.69212
H: -7.09518 5.89290 -2.08031
N: -0.34311 5.46821 -0.56865
H: 7.19568 -5.13758 6.06627
C: 5.50271 -4.31175 0.31623
O: 7.49289 -4.15665 4.25802
H: 1.83590 -8.37551 1.17406
H: 6.35006 1.75876 -3.27689
C: -6.15824 5.10618 -0.10809
C: 3.40813 -3.69596 0.80793
C: 0.23767 -0.25319 -2.40831
H: 0.08787 5.31824 -5.47529
C: -0.45929 0.10774 -8.28111
H: -6.34213 4.33018 0.71002
O: 7.97322 -6.00345 3.07416
N: 4.88568 1.09691 -4.78978
O: 8.27966 -3.96406 2.14110
C: -6.88248 -0.91265 -1.38228
H: -1.21153 7.60255 1.03472
C: 5.46114 -2.83479 0.55955
O: 5.78984 5.21014 3.05928
H: -1.84687 -0.42136 -1.51845
H: -6.34997 6.13710 0.38237
H: 3.47022 -7.24135 8.50356
H: -3.99609 5.04557 0.50372
C: -4.22452 6.43226 -1.24540
Si: -7.02738 3.39176 -2.38507
O: 4.19940 -9.87416 1.00336
C: 6.99353 -5.26138 5.00142
C: 4.91728 5.19650 2.24484
C: -7.46080 1.69043 0.14698
O: 4.25874 -10.12519 -1.24695
H: 0.30265 -1.38155 -6.90200
H: -6.62906 0.46516 -3.24181
H: 3.81688 -6.10238 7.18265
C: 3.67305 -7.15730 7.43496
C: -1.25187 -9.47681 3.39071
C: -7.49463 0.34134 0.95477
C: 3.83740 4.84347 0.31678
O: -0.34972 0.35112 -6.00918
H: 6.33292 -4.79524 0.83157
C: -5.42510 3.37318 -3.48158
C: 2.85927 -8.02258 1.01546
C: -8.50523 3.37624 -3.64011
O: -4.65745 1.51250 3.52390
C: -3.49007 2.12657 2.98938
H: 3.23055 0.64814 -6.11292
C: 0.11045 -2.13560 1.40012
H: 2.77948 6.56908 1.09442
H: 4.76269 -8.19060 2.03909
H: -1.03511 5.05612 1.19323
H: -9.40317 2.95747 -3.06634
H: 8.68709 -6.60990 4.90288
C: -2.41598 8.24707 -0.84987
H: -3.56799 7.18288 0.86312
O: 5.11461 5.02669 0.90635
N: 1.39880 4.37240 -1.93906
H: 2.80943 0.73193 -0.08274
O: -5.10134 3.70908 3.34591
H: 3.27178 5.03830 -2.69489
H: 4.54593 2.87435 -1.70749
C: -1.62761 0.57522 -6.43032
C: 5.25100 1.71758 -3.56861
C: 7.72841 -6.42466 4.41023
C: -0.14385 6.90096 -0.90594
H: -0.46262 8.90660 -0.00606
H: -0.78093 -10.31171 2.86388
H: 2.97855 -0.11392 -1.70136
H: 1.83001 -7.11105 6.30136
O: -2.51323 0.95644 -5.72211
O: -2.32967 0.14579 2.01456
C: -1.12004 -2.98448 1.50217
C: 0.30433 4.38639 -1.00974
H: -4.52736 8.37703 -0.14780
O: -6.77599 2.26116 3.84276
H: -4.91219 4.39627 -3.38730
C: 3.93345 -9.50036 -0.27861
H: -0.77195 -10.46554 5.25609
H: -2.27354 7.98757 -1.95247
O: -1.38627 5.20602 0.28553
C: 2.61443 -7.80799 6.59755
H: -4.69496 2.60287 -3.03473
H: 0.72625 -2.17988 2.30289
C: -4.60061 5.06052 -0.48382
C: -7.16740 4.99994 -1.35208
C: 0.28310 5.42968 -4.34004
C: 3.85967 -8.77505 1.83898
N: -0.05861 3.04179 -0.58012
H: 1.93219 5.02236 1.33163
H: -0.27978 7.12691 -2.01459
C: -7.12788 1.77888 -1.36603
H: 1.01825 -1.03148 -2.75126
O: -0.41888 -0.82125 1.26782
H: -7.72142 0.35811 2.07213
H: -2.59170 1.71373 3.44346
O: 4.06833 -2.54364 0.51290
O: 4.84660 -7.87814 7.08415
H: 0.95706 7.16093 -0.65150
H: 0.72704 -2.39602 0.53826
H: -0.46665 -0.66080 -9.05515
C: -7.21322 -0.95266 0.14588
H: -4.27966 4.13370 -1.06569
H: -0.04386 0.40952 -3.29506
O: 3.34042 -8.26566 5.46335
O: -1.76409 0.31061 -7.75675
H: 2.16539 6.44077 -2.30602
O: 3.59336 5.34918 2.53189
C: -5.61927 2.47343 3.59365
H: -0.10312 1.04629 -8.71591
C: -3.68813 3.57373 3.32474
C: 4.63632 -8.41030 5.84939
H: 5.91150 -5.32920 4.85082
H: -8.67278 4.44107 -4.02743
H: -6.69443 -1.88723 -1.94981
H: -3.45809 1.94842 1.91385
H: -1.36726 -1.89293 -2.64777
O: 5.48651 -8.93899 5.18828
H: 2.15646 -8.66849 7.09331
H: 7.13885 -7.34248 4.42664
C: -6.85197 0.44422 -2.11388
C: 2.64747 2.38519 -2.95207
H: 3.44477 -9.12065 2.78686
H: -3.29359 3.83316 4.31217
C: -1.05240 7.91203 -0.05440
H: 2.22768 -1.07230 -0.23654
C: 2.31146 -0.05790 -0.76790
O: 0.27840 -8.70719 4.90507
C: 0.84514 0.54152 -1.14712
H: -7.25157 -1.94056 0.73245
O: 3.24824 -8.32419 -0.31797
C: 2.16351 5.37691 -2.71035
H: -0.06822 6.50728 -4.09561
H: -3.24525 4.23831 2.58027
C: 0.33027 -0.30191 -7.07461
N: 1.75384 5.26846 -4.15539
H: -1.49221 -3.30262 0.52396
H: -2.32625 -9.50087 3.20358
H: -8.23640 5.03832 -0.91973
C: 3.50491 1.12531 -5.09944
H: 6.00271 -2.27148 -0.20149
C: 7.94691 -4.64537 3.07145
O: 4.25461 -4.75809 0.83479
H: 0.18466 0.27952 -0.23407

Force components x, y, z for each atom (eV/Å):
0.38 -1.43 -1.11
-0.91 1.08 1.28
-0.74 0.59 -1.83
-0.44 -0.46 0.17
0.87 -5.30 -0.22
0.30 0.64 1.40
1.40 -0.90 0.72
-0.02 -0.05 -0.08
0.06 0.00 -0.06
1.04 -0.20 -0.18
0.26 0.00 0.15
-0.07 0.01 0.05
-0.14 0.16 0.01
-0.73 0.55 1.24
-0.04 -0.12 -0.19
0.29 -1.76 -0.16
-0.81 0.43 0.28
-0.31 0.59 -1.72
-0.56 -0.60 0.17
0.54 0.29 0.44
-0.14 0.04 0.14
-0.73 0.26 0.06
0.95 0.63 0.20
-0.43 -0.52 0.65
-1.11 -0.21 -0.77
-0.06 0.01 0.07
0.21 0.94 -0.11
2.91 1.11 2.24
0.53 0.65 -0.23
1.08 1.16 -0.42
-1.29 5.87 0.58
2.23 -0.02 0.52
0.05 -1.29 1.18
0.23 0.32 -0.05
0.03 0.17 -0.16
0.90 -0.53 -0.33
0.24 -0.09 -0.66
0.06 0.01 -0.02
-1.75 -0.12 -0.47
0.37 0.69 0.21
-0.34 -0.31 0.12
-0.48 -1.02 0.30
0.26 0.10 1.85
0.22 -0.02 -0.87
-0.04 0.95 -1.32
-0.09 0.87 -0.20
-2.70 1.96 2.68
-0.40 -0.40 0.58
-0.87 3.11 1.95
0.15 0.23 -1.70
0.89 0.52 0.12
-0.83 -0.03 -0.80
0.86 -1.10 -0.68
0.39 -1.57 -0.58
0.21 -0.06 -0.10
-0.97 -0.06 -1.57
-0.51 -0.58 0.55
-0.42 0.03 -0.96
-0.18 0.14 -0.60
-0.43 -0.04 0.74
1.13 0.04 1.16
0.62 -2.76 -0.90
-0.27 0.52 0.76
-0.02 0.07 -0.01
-0.34 -0.05 1.96
-0.01 -0.06 -0.01
-0.14 0.51 0.63
-0.56 -0.61 -0.43
0.86 0.29 -4.74
0.02 -0.25 -0.64
-0.32 0.18 -0.12
-0.21 -0.02 -0.03
0.89 -0.27 0.60
-0.57 0.68 0.31
0.42 -0.23 0.15
-0.54 0.64 0.15
0.46 0.21 -0.15
0.67 0.81 1.84
0.80 -0.33 -0.14
0.04 -0.03 -0.01
-0.04 -0.03 -0.01
0.04 0.08 -0.75
1.02 0.68 -1.19
-0.05 0.07 -0.05
0.11 0.83 1.42
0.05 0.31 -1.54
-0.24 0.09 0.25
-2.31 -0.16 2.57
-0.63 -1.57 -0.76
-0.30 -0.33 0.01
-1.75 0.48 0.11
-0.57 -0.93 -1.62
-1.23 0.38 0.43
-3.88 0.39 -0.40
0.06 -1.01 0.45
1.45 1.47 0.63
-0.69 -1.73 -0.13
0.00 0.07 0.04
-1.09 -0.18 1.38
0.14 -0.17 -0.19
0.84 -0.28 -0.46
1.11 -1.55 -0.59
0.01 -0.94 -0.11
0.86 -3.24 -0.81
1.22 -1.34 0.04
1.18 0.28 -0.32
-0.70 -1.42 -0.52
0.34 -0.64 -0.86
0.16 0.18 0.02
-0.38 0.28 1.53
-0.33 -0.30 0.53
-0.90 0.12 0.14
-0.95 1.09 -0.72
-0.04 0.02 -0.16
-0.27 0.85 0.41
-0.31 0.07 0.89
-0.50 0.95 -1.80
0.13 0.08 0.83
3.20 0.29 -2.60
0.10 -0.01 0.20
0.01 -0.61 1.44
-0.07 -3.86 2.41
-1.02 1.47 0.36
-0.87 0.13 0.66
0.39 -0.12 -1.83
-0.30 0.01 0.00
-0.64 -0.60 0.10
0.05 -0.28 -0.58
-1.61 -0.51 -0.41
-0.25 0.28 0.29
-0.19 0.10 0.09
0.06 2.89 -0.88
-0.66 1.19 0.65
0.29 -0.95 1.33
0.76 -0.06 0.14
0.14 0.05 0.73
-0.67 -1.59 0.05
0.30 -0.11 -0.29
-1.11 -0.56 0.24
-0.02 -0.05 0.05
0.40 0.46 0.19
0.49 -0.47 -0.45
0.04 0.00 -0.04
-0.01 -1.59 0.44
-0.31 1.65 0.96
-0.06 0.14 0.18
0.35 1.22 1.23
-0.61 0.52 0.42
0.07 0.05 -0.04
0.12 0.07 -0.16
-0.58 -0.55 3.12
4.10 -1.68 -4.21
0.16 -0.10 -0.12
-0.05 0.00 -0.02
0.18 0.79 -0.87
0.10 1.72 -0.93
0.10 1.50 -0.13
0.06 0.36 -0.55
0.40 -0.29 0.25
0.14 1.62 -1.26
0.38 -0.46 -0.03
1.63 -0.43 -1.71
0.25 -1.76 -0.07
-0.24 0.04 0.00
0.74 -0.49 0.02
-0.60 0.18 1.64
0.00 0.04 0.07
0.15 0.16 -0.10
1.50 -0.02 -0.68
-0.99 0.46 1.04
-0.22 0.03 0.07
0.37 0.29 -0.50
-0.76 0.69 0.13
1.00 1.15 -1.64